C2H2P2S2 | wB97M-V/def2-TZVPD

Net charge: 0
Gap between HOMO and LUMO in eV: 7.07
LUMO in eV: -1.8
HOMO in eV: -8.87
Maximum force in eV/Å: 3.3
Total energy in Eh: -1556.3610
Molecular weight in g mol⁻¹: 152.1

```
8
Properties=species:S:1:pos:R:3:lowdin_charge:R:1
C -1.47648 0.43731 0.57918 -0.82
C 0.23101 -1.59444 -0.15908 -0.71
P -0.19241 1.60889 0.60205 0.75
P 1.22808 -0.05329 -0.16123 -0.01
S 3.16840 0.38202 -0.10826 0.02
S -1.28353 -1.27308 0.16573 0.76
H -2.47747 0.71539 0.73748 -0.04
H 0.80239 -0.22280 -1.65587 0.05
```